Arrangement P

The following is a DFT calculation (the ωB97M-V functional and the def2-TZVPD basis) of a structure of composition C2H4.

Each line ends with the Mulliken charge.
Positions of all 6 atoms, in Å:
C: -0.66 -0.13 -0.58  -0.3143
C: 0.31 -0.22 0.30  -0.2448
H: -0.78 -1.20 0.54  0.2397
H: -1.05 -0.63 -1.51  0.3162
H: 1.89 2.24 1.04  0.0014
H: 2.08 1.72 1.61  0.0017

As for the spin multiplicity: 1. The calculation puts the HOMO-LUMO gap at 11.2 eV. The HOMO energy comes out at -10.63 eV.

Arrangement Q

The following is a DFT calculation (the ωB97M-V functional and the def2-TZVPD basis) of the molecule C2H4.

Each line ends with the natural charge from an NBO analysis.
Positions of all 6 atoms, in Å:
C: 0.67 -0.16 -0.02  -0.4048
C: -0.65 0.17 -0.08  -0.3930
H: 1.36 0.66 0.06  0.1857
H: 1.11 -1.14 0.24  0.2062
H: -1.04 1.22 -0.05  0.2100
H: -1.43 -0.75 -0.16  0.1959

As for the spin multiplicity: 1. The calculation puts the HOMO-LUMO gap at 11.4 eV. Its SMILES is C=C. The HOMO energy comes out at -10.03 eV.

Q: Which of them is the most stable? A: arrangement Q.

Arrangement P

The following is a DFT calculation (the ωB97M-V functional and the def2-TZVPD basis) of the molecule C3H4N2O3.

Each line ends with the natural charge from an NBO analysis.
Positions of all 12 atoms, in Å:
C: 0.67 -0.09 0.13  0.4163
C: -1.49 0.91 0.11  -0.0074
C: -0.86 -0.44 0.44  0.0104
H: 3.46 -0.63 -0.52  0.4861
H: -2.60 0.98 0.10  0.2230
H: -1.08 -0.48 1.47  0.2073
H: -1.48 -1.22 -1.35  0.4720
N: 1.74 -0.66 0.12  -0.1914
N: -0.63 1.68 -0.22  -0.0887
O: 2.90 0.12 -0.01  -0.5322
O: 0.68 1.34 -0.03  -0.3326
O: -1.32 -1.50 -0.24  -0.6628

As for the spin multiplicity: 1. The calculation puts the HOMO-LUMO gap at 9.9 eV. Its SMILES is O/N=C1\ON=C[C@H]1O. The HOMO energy comes out at -9.64 eV.

Arrangement Q

The following is a DFT calculation (the ωB97M-V functional and the def2-TZVPD basis) of a cluster of 2 separate species, C3H4N2O3 in total.

Each line ends with the natural charge from an NBO analysis.
Positions of all 12 atoms, in Å:
C: 0.64 0.19 -1.12  0.5189
C: -0.15 1.12 -0.39  -0.1734
C: -0.05 -0.85 0.62  0.6301
H: 2.86 0.57 -1.63  0.3562
H: -0.24 2.19 -0.79  0.2543
H: -2.42 0.47 1.47  0.4876
H: -0.77 -1.00 2.33  0.3703
N: -0.89 0.34 0.37  -0.1914
N: -0.09 -1.59 1.61  -0.6550
O: 1.41 0.48 -2.22  -0.6063
O: -1.43 0.97 1.54  -0.5437
O: 0.62 -0.98 -0.55  -0.4476

As for the spin multiplicity: 1. The calculation puts the HOMO-LUMO gap at 6.5 eV. The HOMO energy comes out at -7.79 eV.

Q: Which of them is the most stable? A: arrangement P.

Arrangement P

The following is a DFT calculation (the ωB97M-V functional and the def2-TZVPD basis) of the molecule C5H11P.

Each line ends with the natural charge from an NBO analysis.
Positions of all 17 atoms, in Å:
C: 0.07 0.60 -0.60  -0.4586
C: 0.07 -0.01 0.92  -0.4438
C: -1.29 1.12 -1.05  -0.6387
C: -1.23 -0.09 1.70  -0.6458
C: 2.21 -1.26 -0.66  -0.9042
P: 0.33 -1.24 -0.55  0.6592
H: 0.95 1.15 -1.03  0.2286
H: 0.99 0.31 1.53  0.2287
H: -1.13 1.29 -2.11  0.2163
H: -1.61 2.06 -0.60  0.2134
H: -2.06 0.37 -1.08  0.2143
H: -2.04 0.26 1.01  0.2122
H: -1.44 0.41 2.61  0.2247
H: -1.40 -1.19 1.80  0.2168
H: 2.57 -2.00 -1.36  0.2309
H: 2.45 -1.47 0.34  0.2279
H: 2.58 -0.30 -0.87  0.2184

As for the spin multiplicity: 1. The calculation puts the HOMO-LUMO gap at 9.9 eV. Its SMILES is C[C@@H]1[C@H](C)P1C. The HOMO energy comes out at -8.69 eV.

Arrangement Q

The following is a DFT calculation (the ωB97M-V functional and the def2-TZVPD basis) of a structure of composition C5H11P.

Each line ends with the natural charge from an NBO analysis.
Positions of all 17 atoms, in Å:
C: -0.47 0.18 1.54  -0.3855
C: -0.22 1.02 0.39  -0.3143
C: -0.45 -0.26 -0.39  -0.2272
C: 1.13 1.65 0.35  -0.6002
C: 0.67 -1.22 -0.76  -0.6626
P: -2.14 -0.88 -0.75  0.3295
H: 0.40 -0.40 1.97  0.1956
H: -1.40 -0.10 1.95  0.2120
H: -1.12 1.65 0.20  0.2221
H: 0.97 2.62 1.00  0.2224
H: 1.39 1.98 -0.72  0.2118
H: 1.95 1.05 0.71  0.2156
H: 1.49 -1.14 -0.04  0.2124
H: 1.15 -0.89 -1.73  0.2244
H: 0.26 -2.39 -0.64  0.2184
H: -1.76 -2.21 -0.99  -0.0331
H: -1.86 -0.64 -2.09  -0.0413

As for the spin multiplicity: 1. The calculation puts the HOMO-LUMO gap at 8.9 eV. The HOMO energy comes out at -7.88 eV.

Arrangement R

The following is a DFT calculation (the ωB97M-V functional and the def2-TZVPD basis) of a cluster of 2 separate species, C5H11P in total.

Each line ends with the natural charge from an NBO analysis.
Positions of all 17 atoms, in Å:
C: -0.66 -0.32 1.58  -0.4115
C: 0.58 -0.73 1.75  -0.1894
C: 1.62 0.03 2.37  -0.6618
C: -1.35 -0.12 -3.01  -0.9764
C: 0.70 1.53 -1.85  -0.7411
P: -0.34 0.30 -1.56  0.8070
H: -1.41 -0.94 1.11  0.1932
H: -1.01 0.78 1.82  0.2028
H: 1.69 1.03 1.90  0.2272
H: 2.62 -0.47 2.45  0.2225
H: 1.31 0.13 3.45  0.2262
H: -1.33 -1.16 -3.30  0.2386
H: -1.13 0.59 -3.86  0.2645
H: -2.52 -0.10 -2.72  0.2342
H: 1.27 1.86 -1.01  0.1752
H: 0.90 -1.72 1.44  0.1999
H: -0.94 -0.67 -0.58  -0.0111

As for the spin multiplicity: 1. The calculation puts the HOMO-LUMO gap at 9.3 eV. Its SMILES is C#[PH]C.C=CC. The HOMO energy comes out at -8.68 eV.

Q: Which of them is the most stable? A: arrangement P.

Arrangement P

The following is a DFT calculation (the ωB97M-V functional and the def2-TZVPD basis) of the molecule C3H5NO.

Each line ends with the natural charge from an NBO analysis.
Positions of all 10 atoms, in Å:
O: 0.88 0.69 1.10  -0.3644
C: 1.31 -0.10 0.08  0.1235
C: 0.37 -0.49 -0.77  -0.3406
C: -0.94 0.09 -0.31  -0.2745
N: -0.54 0.83 0.95  -0.3055
H: 2.37 -0.34 0.05  0.2096
H: 0.52 -1.02 -1.70  0.2285
H: -1.38 0.76 -1.06  0.1930
H: -1.70 -0.68 -0.07  0.1927
H: -0.88 0.26 1.72  0.3377

As for the spin multiplicity: 1. The calculation puts the HOMO-LUMO gap at 9.4 eV. Its SMILES is C1=CONC1. The HOMO energy comes out at -8.37 eV.

Arrangement Q

The following is a DFT calculation (the ωB97M-V functional and the def2-TZVPD basis) of the molecule C3H5NO.

Each line ends with the natural charge from an NBO analysis.
Positions of all 10 atoms, in Å:
C: 0.69 -0.67 0.04  0.5803
C: 0.04 -0.13 -1.03  -0.3829
C: -0.21 0.16 1.05  -0.3478
H: 0.93 0.13 -1.55  0.2399
H: -0.58 -0.73 -1.84  0.2478
H: -1.28 1.30 -0.09  0.3540
H: -1.07 -0.46 1.51  0.1958
H: 0.28 0.84 1.79  0.2076
N: -0.39 1.02 -0.12  -0.5830
O: 1.60 -1.45 0.24  -0.5116

As for the spin multiplicity: 1. The calculation puts the HOMO-LUMO gap at 10.3 eV. Its SMILES is O=C1CNC1. The HOMO energy comes out at -9.60 eV.

Arrangement R

The following is a DFT calculation (the ωB97M-V functional and the def2-TZVPD basis) of the molecule C3H5NO.

Each line ends with the natural charge from an NBO analysis.
Positions of all 10 atoms, in Å:
C: -0.63 -1.22 -0.39  -0.0648
C: -0.07 0.16 -0.46  -0.4817
C: 0.46 0.25 0.97  -0.2399
N: -0.32 -1.65 0.78  0.1673
O: -0.44 -2.61 1.50  -0.4081
H: -1.20 -1.78 -1.13  0.1934
H: 0.72 0.25 -1.21  0.2142
H: -0.82 0.93 -0.68  0.2158
H: 1.52 0.23 1.14  0.2022
H: -0.15 0.72 1.71  0.2016

As for the spin multiplicity: 1. The calculation puts the HOMO-LUMO gap (alpha / beta) at 8.9 / 8.9 eV. The HOMO energy (alpha / beta) comes out at -8.62 / -8.62 eV.

Arrangement S

The following is a DFT calculation (the ωB97M-V functional and the def2-TZVPD basis) of a cluster of 2 separate species, C3H5NO in total.

Each line ends with the natural charge from an NBO analysis.
Positions of all 10 atoms, in Å:
O: -1.09 0.94 1.68  -0.4922
C: -0.44 0.39 0.84  0.5265
C: -0.47 -1.02 0.20  -0.3327
N: 0.67 -0.52 -0.58  -0.5920
C: 0.81 0.70 0.01  -0.1373
H: -0.26 -1.85 0.88  0.2078
H: -1.36 -1.23 -0.40  0.2089
H: 1.40 -1.06 -1.01  0.4024
H: 0.80 1.79 -0.66  0.1621
H: -0.06 1.86 -0.97  0.0466

As for the spin multiplicity: 1. The calculation puts the HOMO-LUMO gap at 8.5 eV. The HOMO energy comes out at -8.43 eV.

Q: Which of them is the most stable? A: arrangement P.